w | Density functional theory data (ωB97M-V with the def2-TZVPD basis set) for C3H6O3 in the gas phase.

Geometry as XYZ:
```
12
C3H6O3 (ωB97M-V with the def2-TZVPD basis set)
O 1.4050 -0.6187 -0.3264
C 0.2575 -0.1853 1.2341
C -0.8562 0.1358 0.4450
O -1.0931 1.4736 0.2192
C 0.0470 -0.4534 -1.0035
O 0.0004 0.4253 -1.8728
H 1.8792 0.1798 -0.6159
H 0.9049 0.6005 1.6114
H 0.3659 -1.1680 1.6811
H -1.7404 -0.5019 0.5202
H -0.8650 1.5972 -0.7309
H -0.3052 -1.4848 -1.1616
```

The calculation puts the frontier orbital gap at 0.32619 hartree. Its multiplicity is 1. The LUMO energy is -0.2756 eV. The molecular weight comes out at 90.1 g mol⁻¹.

Löwdin population analysis, charges in e, atoms 1 to 4: atom 1 (O): -0.056, atom 2 (C): 0.151, atom 3 (C): -0.345, atom 4 (O): -0.022

---

x | Density functional theory data (ωB97M-V with the def2-TZVPD basis set) for C3H6O3 in the gas phase.

Geometry as XYZ:
```
12
C3H6O3 (ωB97M-V with the def2-TZVPD basis set)
C 1.5527 -0.0124 -0.4630
C 0.1970 -0.7924 -0.6117
C -1.0370 -0.1172 -0.0625
H 1.8219 -0.5442 1.3418
H 1.5380 0.9524 -0.9247
H 2.2542 -0.6831 -0.9747
H 0.0172 -0.9640 -1.6780
H 0.2275 -1.7651 -0.0803
H -1.7799 1.5834 0.1429
O 1.8877 0.3159 0.8425
O -1.0274 1.1800 -0.3280
O -1.9047 -0.6270 0.6101
```

The calculation puts the frontier orbital gap at 0.40568 hartree. Its multiplicity is 1. Its SMILES is O=C(O)CCO. The LUMO energy is 0.7012 eV. The molecular weight comes out at 90.1 g mol⁻¹.

Löwdin population analysis, charges in e, atoms 1 to 4: atom 1 (C): -0.279, atom 2 (C): -0.069, atom 3 (C): -0.554, atom 4 (H): 0.121

---

y | Density functional theory data (ωB97M-V with the def2-TZVPD basis set) for C3H6O3 in the gas phase.

Geometry as XYZ:
```
12
C3H6O3 (ωB97M-V with the def2-TZVPD basis set)
O 0.4130 1.2140 -1.1943
C 0.9147 0.4212 -0.0970
C -0.3023 -0.2233 0.5750
O -1.2791 0.7656 0.5677
C -0.7455 -1.5791 0.0212
O -1.8800 -1.9287 -0.1716
H 0.6734 2.1443 -1.1235
H 1.3798 1.0715 0.6528
H 1.6319 -0.3398 -0.4290
H 0.0964 -0.5012 1.5721
H -1.0080 1.2458 -0.2628
H 0.1058 -2.2902 -0.1106
```

The calculation puts the frontier orbital gap at 0.37040 hartree. Its multiplicity is 1. Its SMILES is O=C[C@H](O)CO. The LUMO energy is 0.4354 eV. The molecular weight comes out at 90.1 g mol⁻¹.

Löwdin population analysis, charges in e, atoms 1 to 4: atom 1 (O): -0.064, atom 2 (C): -0.171, atom 3 (C): -0.364, atom 4 (O): -0.015

---

z | Density functional theory data (ωB97M-V with the def2-TZVPD basis set) for 2 unconnected molecules or ions with the total composition C3H6O3.

Geometry as XYZ:
```
12
C3H6O3 (ωB97M-V with the def2-TZVPD basis set)
C 2.5044 0.9716 -1.1152
C 2.2658 0.5002 0.0998
O 1.5099 -0.5764 0.4453
H 3.2310 1.7748 -1.1222
H 2.0053 0.6090 -2.0002
H 2.6932 0.8433 1.0281
H 0.9683 -1.0215 -0.2168
O -2.2699 -1.2244 -0.3757
C -3.1579 -1.0074 0.3909
O -3.4228 0.2137 0.9271
H -3.7529 -1.7627 0.9265
H -2.5745 0.6798 1.0125
```

The calculation puts the frontier orbital gap at 0.35806 hartree. Its multiplicity is 1. Its SMILES is C=CO.O=CO. The LUMO energy is 0.6726 eV. The molecular weight comes out at 90.1 g mol⁻¹.

Löwdin population analysis, charges in e, atoms 1 to 4: atom 1 (C): -0.002, atom 2 (C): -0.293, atom 3 (O): -0.019, atom 4 (H): 0.048

---

Most stable = x

---

w | Density functional theory data (ωB97M-V with the def2-TZVPD basis set) for C3H6O3 in the gas phase.

Geometry as XYZ:
```
12
C3H6O3 (ωB97M-V with the def2-TZVPD basis set)
O -1.4316 -0.0944 1.8336
C -0.3860 0.1945 1.3183
O 0.2859 1.3158 1.6537
C 0.2615 -0.5696 0.2138
C -0.1383 0.1290 -1.1169
O 0.0644 -0.7529 -2.2274
H -0.1620 1.6220 2.4602
H 1.3512 -0.5431 0.2688
H -0.1329 -1.5649 0.1724
H -1.2001 0.3366 -1.1426
H 0.5095 0.9853 -1.2705
H 0.9781 -1.0583 -2.1634
```

The calculation puts the frontier orbital gap at 0.41137 hartree. Its multiplicity is 1. Its SMILES is O=C(O)CCO. The LUMO energy is 0.6901 eV. The molecular weight comes out at 90.1 g mol⁻¹.

Löwdin population analysis, charges in e, atoms 1 to 4: atom 1 (O): 0.113, atom 2 (C): -0.554, atom 3 (O): 0.106, atom 4 (C): -0.076

---

x | Density functional theory data (ωB97M-V with the def2-TZVPD basis set) for C3H6O3 in the gas phase.

Geometry as XYZ:
```
12
C3H6O3 (ωB97M-V with the def2-TZVPD basis set)
C -1.2645 -0.0974 -0.2602
C 0.9858 -0.8335 -0.7235
C 0.1834 0.9829 0.9160
H -1.1411 -0.8225 0.5972
H -2.3007 0.0639 -0.6065
H 1.2785 -1.7163 0.0349
H 1.6622 -0.6018 -1.5535
H 0.6490 1.8385 1.1497
H 0.1353 0.2139 1.5476
O -0.4834 -0.7708 -1.2460
O 1.2212 0.4883 -0.0091
O -0.9258 1.2548 0.1533
```

The calculation puts the frontier orbital gap at 0.42178 hartree. Its multiplicity is 1. Its SMILES is C1OCOCO1. The LUMO energy is 0.9979 eV. The molecular weight comes out at 90.1 g mol⁻¹.

Löwdin population analysis, charges in e, atoms 1 to 4: atom 1 (C): -0.214, atom 2 (C): -0.047, atom 3 (C): -0.221, atom 4 (H): 0.140

---

Most stable = w

---

w | Density functional theory data (ωB97M-V with the def2-TZVPD basis set) for C3H6O3 in the gas phase.

Geometry as XYZ:
```
12
C3H6O3 (ωB97M-V with the def2-TZVPD basis set)
C -0.0871 2.2748 -0.5779
C 0.0024 -0.1028 -0.1090
C 0.2453 -2.1554 0.8108
H -0.1129 3.2220 0.0619
H 0.3682 2.6663 -1.6565
H -1.0558 1.8731 -0.7941
H 0.0727 -2.6153 -0.2186
H 0.7497 -2.9038 1.3812
H -0.6736 -1.9852 1.4236
O 0.6790 1.1038 -0.1121
O -0.9697 -0.4914 -0.8123
O 0.7817 -0.8860 0.6030
```

The calculation puts the frontier orbital gap at 0.43449 hartree. Its multiplicity is 1. Its SMILES is COC(=O)OC. The LUMO energy is 0.8468 eV. The molecular weight comes out at 90.1 g mol⁻¹.

Löwdin population analysis, charges in e, atoms 1 to 4: atom 1 (C): -0.042, atom 2 (C): -0.536, atom 3 (C): -0.067, atom 4 (H): 0.101

---

x | Density functional theory data (ωB97M-V with the def2-TZVPD basis set) for 2 unconnected molecules or ions with the total composition C3H6O3.

Geometry as XYZ:
```
12
C3H6O3 (ωB97M-V with the def2-TZVPD basis set)
O -0.0169 -1.0365 -1.1182
C 0.9666 -1.6191 -0.7323
C 1.8914 -1.0872 0.3154
H 1.1498 -2.6361 -1.1055
H 2.4948 -0.3720 -0.2686
H 2.5791 -1.8456 0.6809
H 1.3795 -0.5049 1.0735
O -0.1734 1.5403 1.1957
C -1.2146 1.7167 0.6265
O -1.7997 0.8597 -0.2027
H -1.7887 2.6427 0.7269
H -1.1168 0.2419 -0.5555
```

The calculation puts the frontier orbital gap at 0.41197 hartree. Its multiplicity is 1. Its SMILES is CC=O.O=CO. The LUMO energy is 0.8265 eV. The molecular weight comes out at 90.1 g mol⁻¹.

Löwdin population analysis, charges in e, atoms 1 to 4: atom 1 (O): 0.027, atom 2 (C): -0.273, atom 3 (C): -0.036, atom 4 (H): 0.120

---

Most stable = x